C5H10O | ωB97M-V/def2-TZVPD

The geometry in XYZ format:
```
16
Properties=species:S:1:pos:R:3:forces:R:3
O -0.43136 -1.05644 1.36409 0.0627 -0.2460 -0.0506
C -1.82433 -0.07373 -0.46266 -0.0856 -0.1306 -0.0984
C -0.50052 -0.19970 0.25287 0.0224 0.2060 -0.2191
C -1.36800 0.98723 0.51064 0.0859 0.1923 0.1103
C 2.08102 0.09230 0.13759 -0.0031 0.0490 0.0491
C 0.76200 -0.17693 -0.59136 -0.0299 0.0120 -0.0735
H 0.63223 0.55654 -1.39555 -0.0271 -0.0853 0.0917
H -2.64189 -0.72356 -0.16509 0.1672 0.0886 0.0468
H -1.09086 1.96688 0.13236 0.0211 -0.1690 0.0184
H 2.14456 1.12812 0.48469 -0.0521 -0.1179 -0.0005
H -1.86667 0.99041 1.47597 0.1537 0.0435 -0.1337
H 2.21976 -0.55895 1.00735 -0.1136 0.0845 -0.1445
H -1.81375 0.18756 -1.51939 0.0728 -0.1328 0.1836
H -0.04235 -1.89009 1.07070 -0.1407 0.0178 0.0471
H 2.92264 -0.08344 -0.54274 -0.1425 0.0649 0.1152
H 0.82207 -1.15668 -1.09128 0.0087 0.1232 0.0581
```
Positions in Å, forces in eV/Å.

Output
Calculated total energy = -271.7139 hartree
E_LUMO = 1.01 eV
Net charge = 0
HOMO-LUMO gap = 10.5 eV
Energy relative to the best compared isomer or geometry (same formula, charge and spin) = 1.0541 eV
Multiplicity = 1



C32H72F12N4O12Ti | ωB97M-V/def2-TZVPD

The geometry in XYZ format:
```
133
Properties=species:S:1:pos:R:3:forces:R:3
Ti 0.09000 -1.10907 0.39697 1.1436 0.8569 -0.1731
F 2.97755 -2.55430 4.00470 -0.2495 0.2928 -0.1473
F -0.12785 -2.76876 -1.70937 0.2294 -0.1105 0.3521
F -4.53863 -0.33539 1.29460 0.0737 -0.0421 -0.6724
F -1.45940 4.44218 1.64342 0.5538 -0.3007 -0.8416
F -3.60666 -1.57658 -0.33169 -0.5225 0.5923 1.0581
F -0.87446 5.55915 -0.20126 0.5691 -0.9568 1.1153
F -4.37380 -2.47096 1.51737 0.6586 0.7600 -0.3046
F 3.19482 -0.42657 4.32596 -0.2576 0.0495 -0.1372
F 0.31556 -2.88575 -3.79973 0.1390 -1.3056 -1.5780
F -0.40179 6.27976 1.81216 0.9584 -1.4319 -1.1838
F -1.30963 -1.65271 -3.07254 -0.7171 0.2342 -0.6607
F 1.23806 -1.32562 4.36520 -0.7486 -0.0506 0.0867
O 2.04169 -2.33028 1.55439 -1.3410 1.6426 -0.0308
O 0.93957 -0.08873 -3.85982 -0.2868 -0.0530 0.6298
O 4.68235 1.12047 0.95781 -1.0184 -0.1703 -0.8265
O -1.48732 -2.20220 1.13368 -0.1670 2.0111 -1.5922
O -0.90637 -6.52085 -3.23636 -1.0075 0.6171 0.8840
O 1.34466 4.15102 2.22435 -0.2315 -1.3598 1.5103
O -3.24556 3.75087 -0.68509 0.5377 0.7395 1.7650
O 1.39516 -0.20830 1.85569 -1.5217 0.4218 -0.7622
O -2.90446 0.89798 4.09896 -0.7298 0.5610 -0.2637
O -1.82658 0.06504 1.08524 0.3104 -1.3822 0.3653
O 0.45151 3.08787 0.40825 1.1417 -0.6486 -0.3507
O 0.56659 -0.19494 -1.56560 -0.3841 -0.5899 0.0977
N -0.43121 1.53272 3.01434 -1.6156 2.7769 0.3263
N -1.58703 1.60805 -1.09275 2.1004 0.3356 -0.8897
N -3.60452 -7.05066 -2.44610 0.7222 -0.9376 0.4958
N 2.36249 1.64120 -0.50781 0.4005 1.7967 -0.2648
C -3.73740 -1.36792 1.01395 -0.1167 -0.5775 0.2583
C -1.69254 -3.45982 1.64649 -1.5760 -1.6987 2.6173
C -3.22994 -6.57558 -3.78839 0.1120 -0.3728 -0.4526
C 2.33931 -1.08182 2.16395 0.6325 0.0548 2.1571
C 4.72670 2.16696 0.03700 1.0414 2.0736 0.3636
C -1.91003 1.63355 -3.52514 1.0551 1.2840 0.4315
C 3.50842 3.58477 -1.58252 -0.8017 -1.2864 -0.1687
C 0.92364 -0.90646 -2.71779 0.6104 0.3962 1.5950
C -3.12762 3.34954 -1.96776 0.7948 -0.7347 -2.7458
C 0.41506 1.86503 5.34343 0.1896 0.3304 0.1372
C 2.19000 0.58909 -4.01833 1.5265 -2.2030 0.0315
C 0.45113 -6.48941 -3.51336 0.0526 -1.6724 -2.5255
C 0.84859 4.26421 0.96796 -0.6877 2.1314 -2.1401
C -4.23534 1.22802 4.50692 0.6299 1.8895 0.6446
C -0.60223 1.22597 4.44428 -1.0682 -0.9162 1.2470
C -1.80867 -6.97330 -4.25700 1.4591 0.9546 0.1611
C -0.44859 5.11267 1.02211 -1.7298 2.3331 1.0685
C 5.73712 1.15811 1.87564 -0.5937 -0.3111 1.1435
C 2.40826 4.96790 2.63738 1.2114 2.0606 -1.7192
C 3.63939 2.17355 -1.03919 0.2306 -0.4899 0.6212
C 3.09573 -3.00847 1.00342 2.3428 -0.9733 -0.7686
C -0.07263 -2.06615 -2.88871 0.4514 1.3939 1.3649
C -2.29229 -4.57725 0.81708 -0.0087 -0.0396 -1.6870
C -1.79346 2.52828 -2.24021 -1.9293 -0.7353 -1.7095
C -3.34952 -5.02795 -3.78542 0.4389 -0.6220 -0.6039
C 2.09795 1.80151 -4.85349 -1.2476 1.9173 -1.1129
C 2.39760 -1.35989 3.74097 1.4076 -0.0771 -0.8382
C -2.00499 1.43674 5.03067 1.0850 -0.1854 -2.1698
C 3.13744 4.35050 3.78321 -0.2278 -0.4328 0.0520
C 2.63630 -3.78841 -0.20475 -1.3504 0.6858 0.9503
C -3.86914 5.01026 -0.41968 0.1301 -0.5527 -0.2311
C -2.32769 -1.08194 1.60141 0.0927 0.1065 1.2958
H 2.59422 1.03821 0.24713 -0.1541 -0.8122 0.8888
H -1.24705 1.13716 2.41927 0.8285 0.6847 0.3507
H 0.88380 -7.49979 -3.30814 0.1288 0.7718 -0.0107
H -1.47350 -6.46591 -5.20510 -0.7492 -0.2321 0.5350
H -2.27235 -1.16846 2.78393 -0.6191 0.2399 -2.1324
H 3.98223 -2.31091 0.77811 -1.2892 -0.8482 0.0743
H -0.57876 0.15624 4.50538 0.8291 -0.7323 -0.1771
H 0.37020 1.01734 2.70968 1.3684 -0.5531 -0.7730
H -2.34270 -3.28848 2.56880 1.0220 -0.6638 -0.8200
H -2.84828 -6.83870 -1.76112 -0.6902 -0.0853 -0.8762
H 3.35416 -0.65809 1.95518 -0.3156 -0.8841 -0.3496
H 1.55185 4.87429 0.29832 -0.5739 -0.7211 0.7813
H 2.05827 6.02064 2.86829 0.1823 -1.1657 -0.0393
H 1.77939 1.13308 -1.16884 0.1479 -0.4233 -0.2283
H 0.57319 -6.30747 -4.62567 0.2091 -0.1136 0.9412
H -4.26940 2.38921 4.67602 -0.2686 -2.0168 -0.3714
H -2.59645 -4.58496 -3.10149 -0.3412 -0.3220 -0.4449
H -2.30323 -5.54172 1.34216 0.1793 0.4924 0.3221
H 5.40101 0.50963 2.70373 0.5015 0.1311 -0.2787
H 2.98706 4.18797 -0.84552 0.1284 0.3179 -0.2183
H 2.36765 4.20636 4.52535 0.2362 0.2666 0.9914
H 6.61491 0.76028 1.39487 0.6832 0.0110 0.0938
H 2.36254 -3.15304 -1.01130 -0.1402 0.6858 -0.8260
H 1.36420 2.54968 -0.03773 -0.5515 0.0820 0.6511
H -3.16942 -4.68100 -4.82166 -0.0885 0.1479 0.5869
H 2.95646 3.48308 -2.51134 -0.4102 0.4926 -0.0940
H 1.75975 -4.42081 -0.00517 0.2616 0.1362 0.2722
H -4.33445 -4.72239 -3.44926 -0.1307 -0.0113 -0.0578
H -1.61444 -8.03419 -4.42306 -0.5278 -0.3127 0.1243
H -3.91706 2.63559 -2.25997 -0.1381 0.0318 0.2028
H -4.92851 4.85944 -0.44702 -0.8211 0.0685 0.1331
H 1.94426 -1.38453 -2.53602 -0.8990 0.3487 -0.5230
H 1.56199 1.82292 -5.83642 0.3297 -1.0593 0.7499
H 3.46386 -3.74651 1.71363 0.2311 0.0423 0.3220
H -1.68397 -4.77435 -0.11009 -0.5913 0.3698 0.7113
H -0.72023 -3.77038 1.90907 1.1553 -0.6291 0.9114
H 2.84804 -0.19844 -4.46681 -0.0647 0.7489 0.1870
H 3.06384 2.25071 -5.11225 -0.0050 -0.2013 0.5457
H -8.18766 -1.26827 -7.79501 0.0006 -0.0002 0.0005
H 4.46663 3.96187 -1.84827 0.8268 0.5754 0.0105
H -0.87485 1.33115 -3.75009 -0.6130 -0.2198 -0.1769
H -2.51344 0.79051 -3.33873 -0.6146 -1.2540 0.4445
H -3.55597 5.33824 0.56038 0.0410 -0.0467 0.1830
H -3.62636 5.77878 -1.14529 0.3623 0.0146 -0.2868
H 3.48320 3.34636 3.57320 0.1279 -0.2875 -0.4752
H 0.26351 1.54178 6.37582 0.1015 -0.2032 -0.1489
H -2.39320 1.27243 -0.63418 -1.4187 -0.5029 0.6588
H 0.30205 2.95118 5.37541 -0.0305 0.0790 -0.2306
H -0.86682 3.06534 -2.37745 -0.0169 0.7392 0.4874
H -2.06343 0.83451 5.90630 0.0708 -0.0299 1.2549
H 1.49448 2.51698 -4.27918 0.3526 0.3123 -0.0173
H -2.12590 2.48825 5.19931 -0.7008 0.7556 0.3428
H -3.22854 4.17857 -2.71349 0.3965 -0.4170 0.5154
H 5.89867 2.16005 2.31188 0.0390 -0.1967 -0.3928
H -0.95294 0.77130 -1.31261 -0.3414 0.9487 -0.1281
H 3.42067 -4.39723 -0.49135 1.5719 -1.3803 -0.8495
H 1.42631 1.63511 5.03588 0.3057 -0.0968 0.0340
H -2.35780 2.07800 -4.41259 0.1679 0.6088 0.1679
H -4.39189 0.74705 5.48806 -0.4952 0.1052 -0.4255
H 3.97946 1.52860 -1.82460 0.2368 -0.4531 -0.5812
H 3.09222 5.08685 1.75095 -0.3813 -0.0420 0.6059
H 0.97674 -5.70149 -3.01514 0.0526 0.3854 0.6930
H 5.77288 2.24856 -0.44079 -1.4593 -0.1513 0.4420
H -3.32748 -4.37544 0.53254 0.1969 -0.0141 -0.1468
H -0.23909 2.60026 2.89947 -0.5405 -2.3118 -0.3054
H 4.57182 3.13625 0.61233 0.3570 -0.7428 -0.3646
H -3.89697 -7.08727 -4.54551 0.2654 0.8931 0.8443
H 2.67247 0.85575 -3.03652 -0.7995 -0.2826 -0.8138
H 4.02082 4.92422 4.08453 -0.5684 0.1269 0.2321
H -4.94131 0.93763 3.73031 0.1039 -0.1159 0.2229
H -3.71867 -8.08247 -2.40568 0.1229 0.9864 -0.2287
H -1.08801 2.20800 -0.44386 0.3303 -0.1433 1.0020
```
Positions in Å, forces in eV/Å.

Output
Calculated total energy = -4431.9210 hartree
E_LUMO (alpha / beta) = -1.43 / -1.44 eV
Net charge = +1
HOMO-LUMO gap (alpha / beta) = 7.8 / 9.2 eV
Multiplicity = 4



C15H27Cl6NO7 | ωB97M-V/def2-TZVPD

The geometry in XYZ format:
```
56
Properties=species:S:1:pos:R:3:forces:R:3
Cl 1.64854 3.57039 5.15564 0.2666 -0.4082 -0.2820
Cl 3.36777 -0.91038 -2.88918 -0.0553 0.0515 -0.0862
Cl -0.66783 1.94360 2.84994 0.0394 0.4141 -0.1240
Cl 4.62904 2.10123 -5.71139 0.2244 0.1345 -0.0968
Cl -3.75569 1.32650 0.94709 -0.2430 -0.2108 0.1792
Cl -4.69272 3.83483 -1.22948 -0.3559 -0.2887 -0.1169
O 2.51320 -3.04759 1.94991 -0.6550 -0.7266 0.6658
O 2.85609 -2.74847 -0.21601 0.6482 -0.7013 0.1312
O 3.51423 -4.68706 0.82886 0.0340 0.0335 -0.6811
O -1.65027 -2.53358 0.77615 0.3674 0.2386 -0.3500
O 2.22131 2.64334 -1.80256 -0.3684 -0.9995 0.4225
O 0.76895 1.41130 -0.56528 -0.4075 0.0545 0.3085
O 0.15513 2.30672 -2.53051 -0.4138 -0.9824 0.3406
N -1.56228 -3.82169 -1.06317 -0.1683 -0.0219 -2.0844
C -4.88371 3.80200 0.52505 1.3767 0.9239 1.1436
C -0.82365 2.60852 4.50285 -0.2909 -0.9524 0.3402
C 4.02438 -0.11018 -4.33943 0.0008 0.2601 -0.7083
C -1.35539 -3.59067 0.23394 0.3581 0.0287 1.5664
C 1.90202 -1.79630 1.69988 0.1369 0.4599 -0.9001
C -0.93075 1.49212 -2.09792 -0.5706 -0.6801 0.9908
C -3.73699 3.08187 1.21605 0.5387 0.0030 0.1573
C 3.97841 1.41202 -4.20617 0.1858 -1.0268 0.0217
C -0.66797 1.30045 -0.60457 -0.3934 -0.1338 -0.5630
C -1.91832 -2.82251 -2.06369 -0.2793 0.6193 0.6314
C 1.15952 2.10677 -1.64095 1.0795 2.0636 -0.5445
C 3.00175 -3.61802 0.81187 0.1075 0.7170 0.8485
C 0.41054 2.30864 5.32527 -0.9032 0.3727 1.0770
C 1.91501 -1.77116 0.18163 -0.7605 1.1970 -1.0003
C -0.68622 -4.70073 1.04107 -1.1111 -0.4831 0.1060
H -1.65253 2.04846 4.93964 0.0390 -0.0206 -0.0052
H -2.72662 3.38403 0.93469 -0.3237 0.3371 -0.6729
H 0.87058 -1.64998 2.02696 0.1042 -0.6816 0.4730
H -0.97534 0.31695 -0.25403 0.1619 -0.0262 0.0774
H -1.50318 -3.11840 -3.02310 -0.2465 -0.1696 -0.0764
H -0.57732 -5.63976 0.49893 0.3343 0.1623 -0.2094
H 0.24599 -4.39484 1.50894 0.1106 0.1803 -0.3003
H -2.99760 -2.66496 -2.09196 -0.0441 -0.1319 -0.3260
H -1.12512 3.65110 4.50991 0.3604 0.1158 -0.3147
H -1.35926 -4.94400 1.86749 0.0080 0.1860 0.0607
H 0.11798 2.34605 6.37883 -0.0649 0.2310 -0.0677
H 2.96544 1.78229 -4.12159 0.0101 0.0464 0.3512
H -0.90413 0.46971 -2.48757 0.0308 0.4271 -0.9066
H 2.52957 -1.02557 2.15111 -0.0297 0.0477 -0.1460
H -1.69932 -4.74022 -1.44968 0.5955 -0.3388 0.6330
H -3.69977 3.32804 2.28029 -0.6600 -0.4586 0.1012
H -5.84578 3.48906 0.91727 -0.1523 -0.4118 -0.6089
H 4.61333 1.66900 -3.36405 -0.1896 0.5302 -0.0263
H 2.12534 -0.76641 -0.19324 0.6053 -0.2652 -0.0947
H -1.23206 2.04397 -0.03814 0.8171 0.2135 0.3527
H 5.04033 -0.46622 -4.49499 0.0799 0.1151 0.2799
H -1.50284 -1.83861 -1.84413 0.2077 -0.1772 0.3514
H 0.72707 1.27415 5.21326 0.5841 0.2508 -0.6084
H -1.88636 1.99082 -2.23792 0.0957 -0.0590 -0.4480
H -4.75211 4.83514 0.85902 -0.2185 0.0739 -0.1936
H 3.47661 -0.42391 -5.22752 -0.2897 -0.0835 0.2424
H 0.99301 -2.04783 -0.34334 -0.3131 -0.0494 0.6891
```
Positions in Å, forces in eV/Å.

Output
Calculated total energy = -3930.3601 hartree
E_LUMO = 0.31 eV
Net charge = 0
HOMO-LUMO gap = 10.4 eV
Energy relative to the best compared isomer or geometry (same formula, charge and spin) = 0.0000 eV
Multiplicity = 1



C3H6FN4O2 | ωB97M-V/def2-TZVPD

The geometry in XYZ format:
```
16
Properties=species:S:1:pos:R:3:forces:R:3
F -0.04657 2.98704 -0.43001 1.6020 -0.3199 0.0545
O 0.81889 1.68022 2.25662 -0.0830 0.0395 -0.0394
O 2.58382 2.89818 2.36208 0.0896 0.2517 0.0372
N 2.05240 1.86347 -2.69147 -0.9258 -0.0054 -0.1456
N 1.61093 0.66056 -0.11346 0.3027 -0.4313 -0.1322
N 1.79130 2.18966 1.75607 -0.0030 -0.5598 0.0005
N 1.76226 4.39851 0.00414 0.2415 -0.6099 -0.8283
C 2.06688 1.94207 0.27970 0.0171 0.5341 -0.1686
C 1.83700 2.88336 -2.04671 3.5033 1.6810 1.5463
C 1.50267 3.12478 -0.53988 -3.3872 -0.4938 1.4924
H 2.16686 5.03888 -0.67720 -0.0665 -0.1887 0.1355
H 1.92103 0.59169 -1.10922 -0.6299 0.0740 0.4470
H 0.59503 0.64084 -0.09425 0.1196 0.1415 -0.1941
H 3.16053 1.99857 0.20029 -0.2902 0.0449 0.0397
H 2.20596 4.42325 0.91276 0.0671 -0.0384 -0.2655
H 2.57420 3.84212 -2.00702 -0.5575 -0.1192 -1.9791
```
Positions in Å, forces in eV/Å.

Output
Calculated total energy = -587.1669 hartree
E_LUMO = 3.63 eV
Net charge = -1
HOMO-LUMO gap = 6.3 eV
Energy relative to the best compared isomer or geometry (same formula, charge and spin) = 0.0000 eV
Multiplicity = 1



Number 1: largest force on an atom 0.3 eV Å⁻¹. Number 2: largest force on an atom 3.5 eV Å⁻¹. Number 3: largest force on an atom 2.4 eV Å⁻¹. Number 4: largest force on an atom 4.2 eV Å⁻¹.